# C31H46BBr39O2PS

C31H46BBr39O2PS as an isolated structure in a non-equilibrium geometry (ωB97M-V with the def2-TZVPD basis set, the Open Molecules 2025 dataset).

```
! RIJCOSX wB97M-V def2-TZVPD def2/J DEFGRID3
* xyz 1 1
C 7.861 -2.268 -2.039
C 6.609 -1.350 -2.056
C 6.328 -0.837 -0.627
C 5.604 0.527 -0.597
C 4.443 0.541 -1.631
C 3.294 1.486 -1.170
C 2.090 0.611 -0.754
C 0.760 1.405 -0.663
C -0.276 1.002 -1.758
P -1.875 0.529 -1.037
S -2.645 2.342 -0.319
C -1.797 -0.730 0.262
C -1.527 -2.131 -0.265
C -0.439 -2.357 -1.110
C -0.142 -3.594 -1.661
C -0.969 -4.668 -1.350
C -2.034 -4.478 -0.482
C -2.332 -3.233 0.067
C -3.523 -3.110 0.996
B -2.991 -0.088 -2.519
O -2.315 -0.595 -3.592
O -4.323 0.077 -2.387
C -5.087 -0.899 -3.165
H 8.564 -1.880 -1.298
H 8.378 -2.279 -2.998
H 7.580 -3.273 -1.720
H 6.786 -0.512 -2.739
H 5.787 -1.962 -2.437
H 5.781 -1.602 -0.070
H 7.290 -0.678 -0.135
H 5.106 0.589 0.377
H 6.283 1.359 -0.784
H 4.077 -0.488 -1.676
H 4.792 0.809 -2.630
H 3.633 1.999 -0.267
H 3.021 2.190 -1.959
H 1.984 -0.164 -1.516
H 2.289 0.185 0.231
H 0.901 2.483 -0.722
H 0.310 1.190 0.312
H -0.501 1.886 -2.370
H 0.089 0.253 -2.460
H -3.362 1.951 0.754
H -1.082 -0.501 1.058
H -2.780 -0.728 0.740
H 0.214 -1.525 -1.350
H 0.707 -3.668 -2.328
H -0.744 -5.625 -1.805
H -2.649 -5.340 -0.244
H -3.157 -3.263 2.019
H -3.997 -2.131 0.960
H -4.236 -3.913 0.812
H -2.447 -1.546 -3.706
H -5.381 -0.526 -4.145
H -4.535 -1.831 -3.265
H -5.999 -1.109 -2.608
C -6.110 3.559 -2.522
Br -5.517 4.722 -3.944
Br -7.944 3.913 -2.045
Br -5.747 1.701 -2.907
H -5.518 3.797 -1.653
C -0.594 5.318 2.384
Br -1.523 6.402 1.100
Br -1.750 3.968 3.133
Br 1.017 4.551 1.655
H -0.297 5.970 3.195
C -7.838 -3.548 -4.923
Br -6.180 -4.265 -4.234
Br -7.602 -1.798 -5.697
Br -8.676 -4.761 -6.150
H -8.505 -3.434 -4.080
C -5.616 -2.501 4.737
Br -4.004 -3.298 5.416
Br -5.295 -0.747 4.006
Br -6.485 -3.643 3.455
H -6.290 -2.376 5.574
C -7.879 -7.528 1.946
Br -7.827 -9.096 0.836
Br -6.600 -7.623 3.380
Br -7.663 -5.917 0.905
H -8.861 -7.485 2.395
C -6.681 6.878 0.798
Br -7.736 6.180 2.246
Br -5.902 8.581 1.228
Br -5.339 5.614 0.227
H -7.347 7.030 -0.040
C 8.871 1.100 -4.950
Br 7.430 1.939 -3.981
Br 8.406 -0.679 -5.519
Br 9.453 2.186 -6.426
H 9.705 1.012 -4.269
C -3.631 0.264 7.786
Br -3.252 -1.357 8.747
Br -2.479 0.481 6.256
Br -5.491 0.392 7.288
H -3.427 1.085 8.459
C -4.055 2.537 -7.462
Br -5.142 1.494 -8.658
Br -3.725 1.597 -5.811
Br -2.417 3.107 -8.292
H -4.615 3.427 -7.212
C -3.252 9.577 4.404
Br -2.677 10.718 2.963
Br -5.057 9.963 4.943
Br -3.027 7.716 3.958
H -2.614 9.783 5.251
C 7.527 -2.681 2.905
Br 7.019 -0.827 2.773
Br 6.166 -3.739 3.764
Br 8.013 -3.403 1.192
H 8.406 -2.725 3.534
C 11.036 -5.087 4.918
Br 10.556 -3.222 4.808
Br 9.653 -6.122 5.763
Br 11.509 -5.795 3.194
H 11.914 -5.150 5.544
C 8.831 2.834 3.986
Br 9.416 1.243 4.900
Br 9.941 3.232 2.467
Br 6.964 2.750 3.499
H 8.937 3.654 4.682
*
```

Kohn-Sham gap = 8.655 eV
HOMO level = -0.4179 Eh
Lowest unoccupied orbital energy = -2.72 eV
Total energy = -102509.9098 Ha
M = 3640.82 g/mol

# C31H46BiN10O2S

C31H46BiN10O2S as an isolated structure (ωB97M-V with the def2-TZVPD basis set, the Open Molecules 2025 dataset).

```
! RIJCOSX wB97M-V def2-TZVPD def2/J DEFGRID3
* xyz 1 1
Bi 0.111 0.364 -0.033
O -1.414 -1.062 -1.022
C -2.417 -1.614 -0.315
C -3.612 -1.971 -0.941
C -4.690 -2.414 -0.192
C -4.602 -2.518 1.195
C -3.410 -2.203 1.822
C -2.316 -1.771 1.077
C -1.007 -1.508 1.681
N -0.793 -1.040 2.853
N 0.500 -1.101 3.277
C 1.377 -0.313 2.774
O 1.171 0.605 1.841
C 2.787 -0.414 3.252
C 3.130 -1.246 4.315
C 4.457 -1.373 4.697
C 5.450 -0.663 4.029
C 5.109 0.178 2.980
C 3.781 0.300 2.589
H -3.681 -1.881 -2.019
H -5.612 -2.681 -0.694
H -5.452 -2.857 1.773
H -3.300 -2.297 2.896
H -0.141 -1.915 1.138
H 2.345 -1.781 4.834
H 4.718 -2.014 5.530
H 6.484 -0.759 4.336
H 5.879 0.745 2.469
H 3.499 0.956 1.773
C 0.469 3.504 0.821
N 1.867 3.801 0.591
C 2.626 4.492 1.622
C 4.006 4.531 0.996
N 3.988 3.374 0.100
C 5.142 3.269 -0.792
C 2.683 2.965 -0.117
N 2.195 1.959 -0.781
C 3.126 1.071 -1.478
C 2.565 -0.315 -1.790
N 1.920 -1.075 -0.713
C 2.483 -2.041 -0.018
N 1.701 -3.036 0.504
C 0.615 -3.634 -0.272
C 2.479 -3.895 1.393
C 3.925 -3.487 1.102
N 3.764 -2.245 0.347
C 4.958 -1.521 -0.024
H -0.019 4.400 1.201
H 0.320 2.695 1.543
H -0.011 3.243 -0.125
H 2.615 3.927 2.560
H 2.216 5.483 1.804
H 4.811 4.445 1.725
H 4.152 5.449 0.419
H 5.689 4.210 -0.738
H 4.854 3.129 -1.827
H 5.826 2.473 -0.497
H 4.042 0.960 -0.905
H 3.402 1.478 -2.455
H 3.372 -0.895 -2.247
H 1.810 -0.197 -2.577
H 0.223 -2.908 -0.980
H -0.193 -3.947 0.388
H 0.977 -4.512 -0.815
H 2.291 -4.941 1.164
H 2.205 -3.710 2.432
H 4.470 -4.227 0.511
H 4.486 -3.286 2.014
H 5.648 -1.541 0.819
H 4.735 -0.485 -0.240
H 5.448 -1.975 -0.889
C -4.322 5.349 -1.919
C -3.060 4.505 -1.921
N -3.069 3.541 -0.810
C -2.715 2.248 -0.725
S -2.312 1.635 0.848
N -2.700 1.403 -1.756
C -3.296 1.539 -3.086
C -2.269 1.814 -4.180
H -4.276 6.097 -2.710
H -4.438 5.872 -0.968
H -5.205 4.728 -2.075
H -2.179 5.140 -1.803
H -2.947 3.992 -2.862
H -3.114 3.968 0.103
H -2.417 0.453 -1.502
H -4.078 2.291 -3.055
H -3.794 0.591 -3.286
H -1.606 2.636 -3.908
H -2.768 2.067 -5.116
H -1.652 0.931 -4.356
*
```

Kohn-Sham gap = 7.094 eV
HOMO level = -0.3657 Eh
Energy relative to the best compared isomer or geometry (same formula, charge and spin) = 0.00 kJ/mol
Lowest unoccupied orbital energy = -2.86 eV
Total energy = -2519.5122 Ha
M = 831.82 g/mol

# C31H46BrI2NO2SbSe4Si2TeW

C31H46BrI2NO2SbSe4Si2TeW as an isolated structure in a non-equilibrium geometry (ωB97M-V with the def2-TZVPD basis set, the Open Molecules 2025 dataset).

```
! RIJCOSX wB97M-V def2-TZVPD def2/J DEFGRID3
* xyz 1 1
W -1.078 2.055 0.291
I -4.757 4.776 2.475
C -3.189 3.799 3.375
C -3.069 3.802 4.789
C -2.003 3.211 5.405
I -1.923 3.232 7.474
C -0.973 2.600 4.632
C 0.207 2.017 5.160
C 1.136 1.482 4.321
C 0.899 1.493 2.931
N -0.185 2.005 2.415
C -1.121 2.575 3.240
C -2.258 3.161 2.616
O -2.353 3.096 1.266
H -3.840 4.280 5.376
H 0.360 2.009 6.231
H 2.050 1.045 4.696
H 1.611 1.069 2.235
C -4.130 -4.595 -1.636
C -5.124 -3.671 -0.920
C -6.136 -3.168 -1.948
C -5.868 -4.461 0.166
C -4.365 -2.517 -0.265
C -4.754 -1.197 -0.400
C -3.984 -0.172 0.138
Br -4.662 1.588 -0.143
C -2.776 -0.449 0.799
O -1.926 0.556 1.142
C -2.448 -1.790 1.089
C -3.252 -2.775 0.532
C -1.289 -2.182 2.023
C -1.266 -3.688 2.293
C -1.467 -1.470 3.374
C 0.064 -1.813 1.407
H -4.672 -5.373 -2.178
H -3.453 -5.089 -0.939
H -3.529 -4.035 -2.356
H -6.599 -4.022 -2.446
H -5.660 -2.552 -2.715
H -6.938 -2.590 -1.485
H -6.443 -5.274 -0.285
H -6.562 -3.815 0.708
H -5.175 -4.897 0.888
H -5.656 -0.928 -0.929
H -3.007 -3.806 0.738
H -2.183 -4.031 2.776
H -0.435 -3.909 2.966
H -1.114 -4.267 1.381
H -2.425 -1.737 3.825
H -1.435 -0.387 3.270
H -0.670 -1.770 4.060
H 0.219 -2.342 0.462
H 0.870 -2.080 2.097
H 0.138 -0.753 1.209
Se 0.786 3.503 -3.532
Sb -1.194 3.676 -2.175
Se 1.140 1.397 -0.231
Se -0.101 4.392 0.181
Se -1.710 1.067 -1.796
C 3.487 -1.963 -1.818
Si 2.643 -1.207 -3.284
C 3.383 -1.803 -4.861
C 0.833 -1.536 -3.179
C 2.900 0.665 -3.226
Te 3.344 1.435 -1.323
C 3.951 3.374 -1.871
Si 5.853 3.214 -1.656
C 6.529 4.894 -1.999
C 6.566 1.887 -2.747
C 6.032 2.869 0.175
H 3.395 -3.051 -1.840
H 3.031 -1.623 -0.880
H 4.552 -1.716 -1.776
H 3.235 -2.881 -4.965
H 4.456 -1.604 -4.914
H 2.905 -1.323 -5.719
H 0.638 -2.598 -3.009
H 0.319 -1.237 -4.097
H 0.386 -0.971 -2.354
H 1.999 1.219 -3.502
H 3.737 0.999 -3.847
H 3.517 3.588 -2.840
H 3.607 4.069 -1.104
H 6.327 5.203 -3.028
H 7.611 4.942 -1.846
H 6.057 5.619 -1.332
H 6.520 2.187 -3.797
H 6.070 0.913 -2.659
H 7.616 1.735 -2.483
H 5.087 3.055 0.694
H 6.781 3.528 0.617
H 6.311 1.836 0.398
*
```

Kohn-Sham gap = 4.699 eV
HOMO level = -0.3637 Eh
Energy relative to the best compared isomer or geometry (same formula, charge and spin) = 217.32 kJ/mol
Lowest unoccupied orbital energy = -5.20 eV
Total energy = -15343.4490 Ha
M = 1603.64 g/mol